C31H39N5O2P2W | the ωB97M-V functional and the def2-TZVPD basis

CARTESIAN COORDINATES (ANGSTROEM)
W (-0.559, 1.438, -1.587)
P (-1.414, -0.986, 0.790)
P (1.994, -0.631, 0.449)
O (-3.167, 1.180, 2.210)
O (0.106, -1.867, 3.309)
N (3.471, 0.071, -0.232)
N (-2.645, -2.102, 1.162)
N (2.706, -1.706, 1.551)
N (-1.368, -0.295, 2.447)
N (-1.854, 0.210, -0.300)
C (2.937, -3.086, 1.497)
C (1.103, -1.725, -0.678)
C (-2.396, 0.561, 2.907)
C (4.562, -0.533, -0.882)
C (0.242, 3.344, -3.433)
C (4.974, 1.712, -0.748)
C (-2.396, 0.498, 4.415)
C (3.731, 1.459, -0.176)
C (-3.149, 0.546, -0.642)
C (-3.416, -3.671, 2.604)
C (-2.291, -3.222, 1.957)
C (-4.020, -1.887, 1.341)
C (-2.876, 3.039, -0.500)
C (-1.003, 2.693, -4.101)
C (-0.765, -1.031, 3.499)
C (4.139, -2.200, 3.216)
C (0.263, 1.825, 0.482)
C (-0.336, -2.085, -0.214)
C (0.956, 2.534, -2.405)
C (-3.659, 1.838, -0.518)
C (-4.505, -2.837, 2.205)
C (3.439, -1.175, 2.627)
C (1.266, 1.139, -2.593)
C (5.512, 0.447, -1.184)
C (-1.238, 0.269, -3.175)
C (-1.677, 1.626, -3.263)
C (-1.430, -0.588, 4.787)
C (-1.567, 3.112, -0.912)
C (3.829, -3.409, 2.510)
C (-0.180, -0.356, -4.052)
C (1.143, 0.426, -3.928)
H (1.976, -0.295, -3.988)
H (-0.451, -0.421, -5.121)
H (-3.416, 0.322, 4.766)
H (1.069, 2.551, 0.305)
H (-0.947, -2.269, -1.122)
H (5.442, 2.678, -0.823)
H (1.657, -2.665, -0.799)
H (4.582, -1.590, -1.056)
H (1.296, 1.121, -4.770)
H (-5.535, -2.944, 2.546)
H (-1.281, -3.599, 1.969)
H (-0.308, -3.044, 0.323)
H (-4.731, 1.921, -0.318)
H (-2.717, 1.822, -2.984)
H (-1.934, -0.479, -2.803)
H (6.480, 0.313, -1.634)
H (-4.507, -1.082, 0.800)
H (0.967, 3.608, -4.212)
H (3.022, 2.121, 0.281)
H (-2.101, 1.478, 4.797)
H (-0.996, 4.013, -0.680)
H (-0.686, -0.248, 5.506)
H (-3.355, 3.939, -0.083)
H (-0.007, -1.396, -3.721)
H (1.698, 3.064, -1.782)
H (4.223, -4.385, 2.716)
H (-1.757, 3.482, -4.224)
H (0.610, 1.033, 1.175)
H (-0.055, 4.298, -2.987)
H (-0.568, 2.338, 0.996)
H (1.073, -1.252, -1.674)
H (-0.727, 2.325, -5.105)
H (2.430, -3.696, 0.763)
H (2.124, 0.792, -2.020)
H (-3.447, -4.496, 3.310)
H (3.349, -0.119, 2.837)
H (4.802, -2.073, 4.053)
H (-3.789, -0.307, -0.922)
H (-1.951, -1.434, 5.241)

Computed properties:
<S²>: 2.043
HOMO-LUMO gap (alpha / beta): 6.75 / 3.86 eV
Spin multiplicity: 3
Charge: +2
Calculated total energy: -64705.3009 eV
Largest force on an atom: 0.112 Eh/bohr

Here are the Mulliken charges for atoms 1 to 8, given in e:
1. W 0.73
2. P -0.85
3. P -0.52
4. O -0.43
5. O -0.48
6. N 0.99
7. N 0.54
8. N 1.22

C31H39N5OPdS6Sb | the ωB97M-V functional and the def2-TZVPD basis

CARTESIAN COORDINATES (ANGSTROEM)
Sb (3.694, 2.928, -0.740)
Pd (1.238, 0.900, -0.507)
S (-2.352, 3.604, 0.610)
S (1.605, 3.260, -1.488)
S (3.551, 0.646, -0.379)
S (-1.633, -1.337, -0.080)
S (4.893, 4.237, 0.593)
S (-1.689, 2.567, -3.416)
O (-0.649, 1.413, -1.112)
N (1.176, 1.430, 1.859)
N (1.307, -1.156, -1.765)
N (0.836, 3.200, 3.496)
N (2.232, 1.298, 4.057)
N (-0.167, 1.019, 3.860)
C (0.631, 0.194, -3.656)
C (-2.578, 1.918, 0.331)
C (1.397, -2.294, -1.048)
C (1.367, -1.074, -3.238)
C (1.459, -2.154, 0.366)
C (-2.662, 2.063, -2.100)
C (2.028, 2.743, 4.210)
C (-3.369, 1.371, 1.297)
C (-2.465, -0.166, -1.025)
C (-3.299, 3.561, 2.037)
C (0.994, 2.885, 2.081)
C (-3.478, -0.749, -1.724)
C (1.519, -3.226, 1.228)
C (1.045, 0.607, 4.564)
C (-4.170, 3.161, -3.478)
C (1.522, -6.110, -1.266)
C (-3.956, 2.458, -2.260)
C (2.851, -0.949, -3.618)
C (0.002, 0.733, 2.442)
C (-0.324, 2.470, 4.014)
C (-3.025, 3.292, -4.202)
C (1.541, -3.020, 2.719)
C (1.442, -3.628, -1.542)
C (0.719, -2.211, -4.051)
C (-2.019, 1.294, -0.946)
C (-3.579, -2.153, -1.500)
C (1.534, -4.513, 0.686)
C (1.501, -4.716, -0.693)
C (-3.778, 2.313, 2.285)
C (2.369, 1.014, 2.635)
C (-2.644, -2.607, -0.624)
H (1.362, -3.077, -4.186)
H (0.135, -0.342, 2.306)
H (-3.661, 0.330, 1.298)
H (3.272, -0.028, -3.217)
H (-4.400, 2.067, 3.134)
H (-4.122, -0.195, -2.391)
H (1.417, -3.829, -2.594)
H (2.938, -0.936, -4.706)
H (2.342, -6.228, -1.975)
H (-0.886, 1.049, 1.900)
H (-4.311, -2.788, -1.977)
H (-0.443, 0.074, -3.514)
H (1.580, -5.369, 1.350)
H (1.874, 3.408, 1.701)
H (0.570, -2.672, 3.078)
H (0.593, -6.324, -1.797)
H (0.950, 1.056, -3.076)
H (-2.894, 3.794, -5.147)
H (1.642, -6.857, -0.483)
H (-0.446, 2.704, 5.073)
H (1.181, -0.469, 4.440)
H (1.776, -3.947, 3.241)
H (3.426, -1.792, -3.230)
H (1.921, 2.976, 5.271)
H (-4.724, 2.269, -1.522)
H (0.117, 3.208, 1.523)
H (3.238, 1.549, 2.253)
H (-0.237, -2.516, -3.622)
H (0.524, -1.820, -5.050)
H (-2.480, -3.617, -0.284)
H (-3.445, 4.457, 2.619)
H (0.824, 0.393, -4.712)
H (2.287, -2.276, 3.002)
H (-5.125, 3.561, -3.787)
H (-1.218, 2.785, 3.475)
H (2.527, -0.056, 2.484)
H (2.902, 3.266, 3.817)
H (1.444, -1.146, 0.763)
H (0.935, 0.826, 5.628)

Computed properties:
<S²>: 0.802
HOMO-LUMO gap (alpha / beta): 6.03 / 6.03 eV
Spin multiplicity: 2
Calculated total energy: -117304.9956 eV
Largest force on an atom: 0.016 Eh/bohr

Here are the Mulliken charges for atoms 1 to 8, given in e:
1. Sb 0.88
2. Pd 0.23
3. S -0.21
4. S -0.34
5. S -0.59
6. S 0.42
7. S -0.46
8. S 0.08

C31H39N6OS7Sb2Tc | the ωB97M-V functional and the def2-TZVPD basis

CARTESIAN COORDINATES (ANGSTROEM)
Sb (-2.242, 3.119, -0.252)
Sb (-2.477, -4.811, -0.077)
Tc (-0.912, -1.186, -0.548)
S (-3.451, -5.064, 1.845)
S (-0.055, -1.946, 2.525)
S (-0.092, -2.800, 0.627)
S (-2.712, -2.509, -0.885)
S (-1.835, 0.724, 0.129)
S (-1.270, -5.847, -1.546)
S (2.894, -2.588, 0.911)
O (1.525, -3.369, 0.483)
N (-0.058, -4.214, 4.007)
N (-0.311, -1.724, -2.516)
N (0.979, -0.153, -0.930)
N (0.810, -1.352, -4.364)
N (2.592, 0.485, -2.270)
N (-1.979, -2.950, 4.035)
C (-1.042, 3.610, -1.858)
C (2.849, 1.049, -1.038)
C (-6.951, 3.239, -1.258)
C (-0.772, -3.189, 3.604)
C (-1.948, 4.370, 3.850)
C (1.458, -0.226, -2.161)
C (-4.875, 4.346, -0.774)
C (-0.866, 4.367, -4.128)
C (0.714, -1.071, -3.058)
C (3.644, -4.316, -1.226)
C (3.678, -2.783, 3.563)
C (-6.335, 1.999, -1.149)
C (-0.977, 5.366, 3.814)
C (-4.267, 3.094, -0.670)
C (0.346, 3.659, -1.712)
C (-4.983, 1.914, -0.855)
C (-0.710, 5.062, 1.445)
C (3.516, -3.605, 2.288)
C (-2.308, 3.710, 2.689)
C (4.725, -1.686, 3.423)
C (3.846, -5.588, -0.417)
C (1.119, 4.070, -2.785)
C (3.966, -3.017, -0.489)
C (0.513, 4.427, -3.986)
C (-6.228, 4.410, -1.073)
C (-0.897, -2.446, -3.534)
C (-0.202, -2.225, -4.681)
C (-1.677, 4.058, 1.493)
C (-1.654, 3.958, -3.060)
C (-0.362, 5.715, 2.619)
C (1.844, 0.646, -0.214)
H (3.698, -6.460, -1.051)
H (4.859, -5.653, -0.015)
H (-3.088, 2.958, 2.714)
H (-6.715, 5.371, -1.157)
H (-1.751, -3.078, -3.374)
H (1.677, 0.889, 0.821)
H (-0.711, 5.887, 4.724)
H (-4.322, 5.267, -0.620)
H (4.806, -1.107, 4.341)
H (1.120, 4.773, -4.812)
H (-2.525, -2.202, 3.630)
H (-0.252, 5.362, 0.510)
H (3.911, -2.143, -1.139)
H (-2.439, 4.129, 4.783)
H (-6.912, 1.096, -1.297)
H (0.905, -4.302, 3.729)
H (-0.417, -4.907, 4.655)
H (4.470, -4.018, 1.958)
H (-8.007, 3.294, -1.487)
H (-2.433, -3.533, 4.729)
H (2.195, 4.146, -2.682)
H (-0.336, -2.604, -5.679)
H (4.319, -4.308, -2.085)
H (4.960, -3.033, -0.032)
H (3.983, -3.486, 4.341)
H (2.714, -2.365, 3.869)
H (2.632, -4.267, -1.630)
H (3.134, -5.674, 0.405)
H (5.709, -2.107, 3.214)
H (3.701, 1.687, -0.872)
H (-1.330, 4.653, -5.062)
H (3.154, 0.612, -3.098)
H (0.374, 6.507, 2.598)
H (2.801, -4.427, 2.349)
H (4.481, -0.979, 2.622)
H (-4.505, 0.945, -0.778)
H (-2.732, 3.924, -3.170)
H (1.483, -0.982, -5.020)
H (0.818, 3.403, -0.769)

Computed properties:
HOMO-LUMO gap: 6.06 eV
Spin multiplicity: 1
Charge: +4
Calculated total energy: -134850.8122 eV
Largest force on an atom: 0.021 Eh/bohr

Here are the Mulliken charges for atoms 1 to 8, given in e:
1. Sb 1.78
2. Sb 1.00
3. Tc -0.76
4. S -0.39
5. S -0.27
6. S 0.79
7. S -0.19
8. S 0.18